(1)
89
Properties=species:S:1:pos:R:3 method="wB97M-V/def2-TZVPD" total_charge=+1 homo_ev="-11.0 / -11.0" multiplicity=2 lumo_energy_ha="-0.153 / -0.167"
Ir 0.1834 -0.2373 0.1038
Se -5.2962 -2.9488 -4.9256
N -5.3673 -1.7525 -3.6143
C -4.1694 -1.6792 -3.1005
C -3.8167 -0.8088 -1.9860
C -4.7291 0.0235 -1.3417
C -4.3022 0.7986 -0.2832
C -2.9708 0.7221 0.1059
N -2.1104 -0.0745 -0.5072
C -2.4995 -0.8266 -1.5332
C -1.4772 -1.6723 -2.1404
N -0.2341 -1.6072 -1.6236
C 0.7059 -2.3893 -2.1429
C 0.4602 -3.2739 -3.1859
C -0.8044 -3.3447 -3.7198
C -1.7986 -2.5244 -3.1897
C -3.1709 -2.5316 -3.6894
N -3.5704 -3.2880 -4.6758
H -5.7544 0.0502 -1.6856
H -4.9755 1.4649 0.2364
H -2.5819 1.3281 0.9156
H 1.6979 -2.3305 -1.7266
H 1.2704 -3.8832 -3.5586
H -1.0465 -4.0151 -4.5335
O 1.8941 -1.6976 0.6357
S 2.8815 -0.8131 -0.0339
O 3.8409 -1.4387 -0.8705
O 1.9796 0.1999 -0.7526
C 3.6459 0.1425 1.2150
C 5.0251 0.1890 1.2914
C 5.6146 0.9640 2.2813
C 4.8203 1.6791 3.1623
C 3.4345 1.6342 3.0642
C 2.8210 0.8579 2.0892
P 0.9900 0.8605 2.0494
C 0.4709 -0.0072 3.5326
C -0.8834 -0.0336 3.8692
C -1.3091 -0.7425 4.9776
C -0.3896 -1.4488 5.7423
C 0.9526 -1.4484 5.3954
C 1.3870 -0.7317 4.2901
C 0.6311 2.6238 2.2206
C 1.2671 3.4946 1.3306
C 1.0705 4.8587 1.4311
C 0.2492 5.3694 2.4305
C -0.3539 4.5138 3.3371
C -0.1600 3.1410 3.2418
H 5.6189 -0.3737 0.5841
H 6.6921 1.0114 2.3565
H 5.2773 2.2856 3.9325
H 2.8314 2.2131 3.7527
H -1.6133 0.4692 3.2460
H -2.3602 -0.7659 5.2313
H -0.7260 -2.0125 6.6022
H 1.6659 -2.0132 5.9806
H 2.4355 -0.7476 4.0224
H 1.9264 3.1094 0.5624
H 1.5563 5.5219 0.7284
H 0.0926 6.4370 2.5072
H -0.9723 4.9095 4.1315
H -0.6163 2.4920 3.9747
N -0.2134 1.5888 -0.5190
C -0.2579 2.4561 -1.3107
N -0.1803 3.4312 -2.0940
C -1.2685 3.9104 -2.7038
N -2.1772 4.3601 -3.2528
C -2.5174 -4.8383 6.5460
C -2.2580 -4.2099 5.2044
C -3.2417 -3.4779 4.5522
C -3.0173 -2.9079 3.3035
C -4.1095 -2.1355 2.6132
C -1.7655 -3.0703 2.7150
C -0.7515 -3.7913 3.3460
C 0.5939 -3.9643 2.6954
C -1.0205 -4.3571 4.5838
C -1.5264 -2.4661 1.3670
O -1.9534 -2.9222 0.3362
O -0.7472 -1.3835 1.4758
H -3.5147 -4.5964 6.9100
H -1.7938 -4.4969 7.2883
H -2.4347 -5.9247 6.4895
H -4.2123 -3.3523 5.0198
H -4.8730 -1.8243 3.3250
H -4.5898 -2.7417 1.8423
H -3.7195 -1.2409 2.1220
H 0.4947 -4.3829 1.6910
H 1.2204 -4.6388 3.2769
H 1.1127 -3.0096 2.5965
H -0.2419 -4.9307 5.0756

***

(2)
17
Properties=species:S:1:pos:R:3 method="wB97M-V/def2-TZVPD" total_charge=0 homo_ev=-8.5 lumo_energy_ha=0.019
C -1.1106 1.2707 -0.4169
C -0.3066 0.5064 -1.5080
C -0.0508 1.4751 0.6316
C 0.5301 0.4690 1.3191
C 0.5333 -0.9665 0.9852
C -0.3725 -1.4917 -0.0866
C 0.1490 -0.7461 -1.2957
H -1.5142 2.2359 -0.7571
H -1.9517 0.7040 -0.0044
H 0.0877 1.1667 -2.2768
H 0.3744 2.4758 0.7263
H 1.2184 0.7265 2.1183
H 0.7196 -1.6231 1.8278
H 1.9012 -1.1928 0.1069
H -0.2246 -2.5701 -0.1673
H -1.4584 -1.3398 0.0356
H 1.4758 -1.1000 -1.2380

***

(3)
13
Properties=species:S:1:pos:R:3 method="wB97M-V/def2-TZVPD" total_charge=+4 homo_ev="-31.5 / -31.0" multiplicity=6 lumo_energy_ha="-0.754 / -0.868"
O 1.0725 0.5060 0.6029
C 0.0857 0.9909 -0.0938
C -0.8880 0.2928 -0.8103
C -1.6965 1.0643 -1.5935
H 0.1570 2.0808 -0.1665
H -1.0674 -0.7691 -0.6670
H -1.4923 2.1259 -1.7510
H -2.5529 0.6291 -2.1094
O 2.0032 -0.7847 2.0519
C 1.4431 -0.9039 0.9292
O 0.7650 -1.8245 0.5390
Fe 0.3844 -3.6271 0.7001
H 1.7863 0.2195 2.3684

***

(4)
21
Properties=species:S:1:pos:R:3 method="wB97M-V/def2-TZVPD" total_charge=0 smiles=C[C@H](N)CN.O.O homo_ev=-8.7 lumo_energy_ha=0.014
C -1.8377 1.7230 -1.1044
C -0.7331 0.6931 -1.2962
N -0.3222 0.2046 0.0174
C 0.3916 1.2463 -2.1527
N 1.3993 0.2089 -2.3935
H -2.0294 2.2816 -2.0174
H -2.7428 1.1973 -0.8328
H -1.6028 2.3647 -0.2666
H -1.1752 -0.1722 -1.7778
H 0.0368 0.8913 0.6619
H 0.3206 -0.5765 -0.0526
H 0.7844 2.1672 -1.7115
H -0.0292 1.5438 -3.1253
H 1.9329 0.1121 -1.5255
H 2.0740 0.5477 -3.0710
O -0.4064 -2.0376 6.1635
H -0.2336 -1.6012 5.3216
H 0.3617 -2.6036 6.2968
O 1.1576 -2.4166 0.7660
H 0.5865 -3.0824 1.1737
H 2.0670 -2.6915 0.9264

***

(5)
63
Properties=species:S:1:pos:R:3 method="wB97M-V/def2-TZVPD" total_charge=0 homo_ev=-7.6 lumo_energy_ha=-0.237
C 2.3436 0.0427 1.9419
C 2.0132 1.4984 1.2254
C 2.8954 2.1938 0.0285
C 2.4405 3.6638 -0.6181
C 1.0999 4.5015 -0.0945
C 0.2366 3.7684 1.1138
C -1.1695 4.4039 1.7582
B -2.3700 3.3410 1.2647
O -3.4458 2.8830 2.2110
B -3.6730 1.4694 1.7896
O -4.1770 1.2436 0.4102
B -3.4433 2.1103 -0.5672
O -2.2517 2.8710 -0.1423
C 0.6845 2.2972 1.7665
H 2.4584 -0.8076 1.1160
H 1.4674 -0.2702 2.6880
H 3.3659 0.2027 2.5342
H 3.8404 1.6380 -0.4161
H 3.0537 4.1695 -1.5034
H 0.7698 5.5205 -0.5722
H -1.0690 4.4326 2.9279
H -1.3546 5.4816 1.3361
H -3.4430 0.5210 2.4555
H -3.7466 2.1864 -1.7246
H 0.0000 1.8093 2.6100
O -3.3204 4.3790 -3.5956
H -2.4978 4.6866 -4.0548
H -3.1398 4.1385 -2.6514
H -3.7499 3.6313 -4.0841
F 1.3230 -1.7291 3.9966
F -2.5770 6.1609 -4.0434
C -1.2475 -5.5134 2.8442
C 0.1520 -5.8479 3.3301
O 0.9091 -6.5003 2.3035
C 1.3861 -5.6941 1.3232
O 1.2367 -4.4848 1.2495
O 2.0418 -6.4693 0.4224
C 2.5098 -5.7553 -0.7185
H -1.7446 -6.4083 2.4555
H -1.8501 -5.0961 3.6561
H -1.2220 -4.7857 2.0279
H 0.0844 -6.5500 4.1690
H 0.6785 -4.9590 3.6961
H 3.1194 -4.8939 -0.4278
H 1.6601 -5.4385 -1.3313
H 3.1313 -6.4316 -1.3116
Be 1.9230 -6.9856 -2.9208
O -0.8389 -6.6395 -1.5550
H -1.2543 -7.4936 -1.3628
H -0.2378 -6.4983 -0.8083
C -1.3527 6.1172 -7.4572
C -0.1594 6.4094 -6.5302
O -0.1212 5.4380 -5.6327
H -2.3036 6.1037 -6.9097
H -1.4276 6.8983 -8.2226
H -1.2415 5.1581 -7.9786
H -0.3134 7.4418 -6.1790
H 0.7034 6.5364 -7.2025
O 2.7621 -4.2593 5.3883
H 3.7382 -4.3514 5.5322
H 2.5358 -3.3800 4.9912
H 2.2560 -4.4199 6.2251
Br 1.9230 -3.6865 7.8278

***

(6)
48
Properties=species:S:1:pos:R:3 method="wB97M-V/def2-TZVPD" total_charge=0 smiles=CO.CO.CO.CO.CO.CO.CO.CO homo_ev=-9.4 lumo_energy_ha=0.014
C 0.2294 1.6564 -3.1099
O -0.9566 1.7634 -3.9009
H 0.5014 2.5494 -2.5649
H 1.0874 1.5544 -3.7799
H 0.0424 0.8344 -2.4119
H -1.3816 0.8974 -3.7959
C -0.3426 -2.3866 2.5001
O -0.3446 -2.9266 1.2031
H 0.5914 -2.6486 3.0381
H -1.1436 -2.6246 3.1061
H -0.3436 -1.3126 2.4061
H 0.0244 -3.8346 1.1341
C -0.2156 3.2954 0.1621
O 0.6614 2.2044 0.4201
H -0.0216 3.9464 -0.6559
H -0.2566 3.9314 1.0241
H -1.2956 2.9424 0.0681
H 0.3654 1.9024 1.2521
C -1.5536 0.2524 0.0081
O -1.8876 -1.0456 -0.3009
H -2.2866 0.6674 0.7541
H -1.5456 0.9154 -0.9429
H -0.4686 0.1124 0.3241
H -2.0546 -1.5906 0.3941
C 2.4794 -0.7076 1.9351
O 1.9074 -0.2686 3.1371
H 3.4574 -0.3706 1.8091
H 1.9614 -0.1756 1.2171
H 2.4034 -1.7576 1.6771
H 2.5624 0.0024 3.7601
C 1.5504 -1.2676 -1.4599
O 1.5154 -2.6666 -1.5469
H 1.4214 -0.9136 -2.5149
H 2.5374 -0.9386 -1.2779
H 0.7764 -0.9566 -0.8269
H 0.5794 -2.9166 -1.7399
C -1.7966 -1.6376 -3.5809
O -1.3596 -0.9296 -4.6749
H -2.3716 -2.5666 -3.8009
H -2.6026 -1.0816 -3.0549
H -0.9496 -1.8656 -2.8949
H -1.9306 -1.1266 -5.3779
C 0.0394 2.1154 3.9921
O -0.2416 1.3964 2.8611
H 0.9404 1.7324 4.5191
H -0.7686 1.9624 4.6701
H 0.0854 3.2324 3.9281
H 0.4004 0.6514 2.9131